This record from OMol25 describes a structure of composition C13H32O10P3PdS2 in a non-equilibrium geometry. The level of theory is ωB97M-V/def2-TZVPD.

```
61
Properties=species:S:1:pos:R:3:forces:R:3:nbo_charge:R:1
Pd 0.16915 0.12777 0.17007 -1.62 0.74 -2.16 0.7121
C 2.34856 -3.29299 1.65528 -0.01 0.02 -0.05 -0.6415
C 2.48288 -1.79870 1.92876 -0.53 0.19 -0.27 -0.4701
O 3.56768 -1.47159 2.78383 0.11 0.00 -0.07 -0.7045
P 0.92541 -1.20787 2.70433 0.48 -0.17 1.28 2.3084
O 1.05876 -1.92686 4.16013 -0.22 0.09 -0.16 -1.0141
O 1.16905 0.29214 3.14147 -0.09 -0.04 -0.15 -0.9939
O -0.36509 -1.56941 2.09273 0.15 0.33 -0.42 -1.0764
P 2.61905 -0.85020 0.34203 1.03 0.17 0.01 2.3158
O 4.17316 -1.14457 -0.03042 -0.14 -0.05 -0.28 -0.9928
O 1.73052 -1.49228 -0.68561 -0.11 -0.01 0.09 -1.1438
O 2.43780 0.61852 0.61737 0.61 -0.16 0.36 -1.1607
H 2.25166 -3.84495 2.59192 0.01 0.00 0.01 0.2042
H 3.22405 -3.65192 1.11368 0.02 0.03 0.03 0.2249
H 1.46379 -3.45604 1.04025 0.04 -0.09 0.00 0.2479
H 3.29406 -1.61443 3.69686 0.00 -0.08 0.04 0.4753
H 0.18636 -2.28362 4.38104 0.20 0.01 0.03 0.5104
H 1.36848 0.86174 2.36782 0.26 -0.04 -0.02 0.5524
H 4.26301 -0.99150 -0.98342 0.10 -0.12 0.20 0.4933
C 0.28571 0.89131 -1.90443 0.05 -0.27 1.72 -0.6796
H -0.69368 1.27247 -2.17801 -0.01 -0.02 0.18 0.2062
H 0.58218 0.01433 -2.47465 0.07 -0.08 0.17 0.1861
H 1.05913 1.65610 -1.88810 0.01 -0.01 -0.01 0.1847
C -3.97247 -1.24735 -1.28475 0.10 0.02 -0.01 -0.4399
C -2.91956 -1.72468 -2.30445 0.07 0.03 0.11 -0.4298
C -1.74679 -2.12652 -1.41279 -0.12 0.03 0.01 -0.0647
O -1.79934 -1.21209 -0.33332 -0.31 -0.29 -0.33 -0.5440
C -3.16770 -1.05892 0.01486 -0.04 -0.03 0.06 -0.0664
H -4.76671 -1.98303 -1.14711 -0.01 0.02 -0.02 0.1897
H -4.41231 -0.30451 -1.59909 -0.08 0.03 -0.01 0.2294
H -2.61827 -0.89245 -2.94160 -0.01 -0.03 -0.03 0.2143
H -3.27025 -2.54826 -2.92726 0.00 0.02 -0.05 0.1960
H -0.76552 -2.03344 -1.87535 0.01 -0.06 0.01 0.2092
H -1.87975 -3.15205 -1.03586 0.06 -0.01 -0.02 0.1493
H -3.29060 -0.07312 0.45858 0.06 0.03 0.00 0.2163
H -3.43433 -1.82194 0.75792 0.02 0.02 0.01 0.1557
C -2.97630 5.57560 2.34473 -0.04 -0.15 -0.07 -0.6372
C -3.94270 4.76358 1.49134 -0.06 0.29 -0.06 0.1302
C -4.43227 5.54020 0.27452 0.05 -0.18 0.07 -0.6414
O -3.39687 3.48979 1.14714 0.21 -0.08 0.03 -0.8498
P -2.22490 3.07525 0.12495 -0.10 0.26 0.14 1.6728
S -2.98178 2.45216 -1.57744 0.05 -0.15 0.25 -0.7027
S -0.99862 1.98812 1.30448 -0.22 -0.26 -0.65 -0.6408
O -1.50990 4.51738 -0.11104 -0.12 -0.08 0.04 -0.8674
C -0.50426 4.65741 -1.12628 0.27 0.14 -0.10 0.0944
C -0.78705 5.95514 -1.86423 -0.07 -0.13 0.04 -0.6193
C 0.87194 4.63684 -0.47846 -0.17 -0.10 0.02 -0.6340
H -3.49058 6.45556 2.73693 0.01 0.01 0.02 0.1951
H -2.12251 5.89104 1.74768 0.00 0.03 0.03 0.2270
H -2.61397 4.97043 3.17613 -0.01 0.03 0.02 0.2201
H -4.80660 4.49823 2.10734 0.00 0.00 -0.03 0.1744
H -3.58310 5.90820 -0.29920 -0.03 0.02 -0.05 0.2215
H -5.04087 6.38602 0.60071 0.01 0.02 0.00 0.1965
H -5.03087 4.89209 -0.36552 0.00 0.03 -0.02 0.2278
H -0.59370 3.82589 -1.83132 -0.03 -0.01 0.04 0.2056
H -0.76754 6.79794 -1.16944 0.02 0.01 0.00 0.1988
H -1.76951 5.91013 -2.33598 0.01 0.01 0.00 0.2182
H -0.03244 6.11572 -2.63622 0.00 0.03 0.00 0.2025
H 0.94169 5.42947 0.26973 0.03 0.02 0.00 0.1983
H 1.64818 4.78819 -1.23101 0.00 0.00 -0.01 0.1993
H 1.03336 3.67692 0.01213 0.07 0.03 0.01 0.2502
```
Forces are in eV/Å.

Results
Charge = -1
LUMO (spin up / spin down) = 2.7489 / 2.7584 eV
Highest occupied orbital energy (spin up / spin down) = -4.2 / -4.2 eV
Energy relative to the best compared isomer or geometry (same formula, charge and spin) = 51.0 kcal per mole
Maximum force = 2.798 eV Å⁻¹